# 1
{"formula": "H14O7", "method": "ωB97M-V with the def2-TZVPD basis set", "charge": 0, "e_lumo_ev": 0.401, "smiles": "O.O.O.O.O.O.O", "energy_ha": -535.0940, "elements": ["H", "H", "H", "H", "H", "H", "H", "H", "H", "H", "H", "H", "H", "H", "O", "O", "O", "O", "O", "O", "O"], "positions_angstrom": [[-2.35, 1.44, 1.35], [-1.09, 0.48, 1.57], [-1.09, 1.10, -0.86], [-0.16, 0.26, -1.81], [-1.27, -1.41, 0.53], [-2.14, -0.61, -0.48], [0.60, -1.96, -2.44], [-0.40, -1.81, -1.22], [2.18, 0.74, 0.30], [1.78, -0.46, -0.57], [1.74, 2.94, -0.01], [0.65, 1.92, -0.27], [0.08, -1.97, 1.82], [0.82, -0.74, 1.20], [-1.63, 0.98, 0.93], [-0.35, 1.17, -1.51], [-1.99, -1.53, -0.15], [0.46, -1.52, -1.65], [2.21, -0.30, 0.30], [1.29, 2.24, 0.40], [0.09, -1.03, 1.81]], "mulliken_charge": [0.242, 0.310, 0.305, 0.373, 0.408, 0.344, 0.251, 0.386, 0.444, 0.343, 0.321, 0.481, 0.299, 0.495, -0.564, -0.738, -0.742, -0.655, -0.801, -0.718, -0.782]}

---

# 2
{"formula": "C66H50FGeIrN2OP3S3", "method": "ωB97M-V with the def2-TZVPD basis set", "spin_multiplicity": 2, "charge": 2, "e_lumo_ev": [-5.734, -6.064], "s2": 0.76, "energy_ha": -7229.0281, "elements": ["Ir", "F", "Ge", "C", "C", "C", "C", "C", "C", "P", "C", "C", "C", "C", "C", "C", "C", "C", "C", "C", "C", "C", "C", "C", "C", "C", "C", "C", "P", "C", "C", "C", "C", "C", "C", "C", "C", "C", "C", "C", "C", "C", "C", "C", "C", "C", "C", "P", "C", "C", "C", "C", "C", "C", "C", "C", "C", "C", "C", "C", "H", "H", "H", "H", "H", "H", "H", "H", "H", "H", "H", "H", "H", "H", "H", "H", "H", "H", "H", "H", "H", "H", "H", "H", "H", "H", "H", "H", "H", "H", "H", "H", "H", "H", "H", "H", "H", "H", "H", "H", "H", "H", "S", "C", "N", "C", "C", "C", "C", "C", "C", "S", "H", "H", "H", "H", "O", "N", "C", "C", "C", "C", "C", "S", "H", "H", "H", "H"], "positions_angstrom": [[-0.02, 0.07, -0.15], [1.89, -1.92, 2.46], [1.42, -1.74, 0.79], [1.01, 0.28, 3.85], [1.58, -0.01, 5.08], [0.84, -0.50, 6.15], [-0.52, -0.67, 6.01], [-1.11, -0.38, 4.79], [-0.38, 0.06, 3.68], [-1.31, 0.43, 2.15], [-1.50, 2.25, 2.30], [-1.58, 3.04, 1.01], [-2.27, 4.36, 1.18], [-1.99, 5.06, 2.26], [-0.95, 4.42, 3.14], [-1.17, 2.95, 3.37], [-3.00, -0.17, 2.48], [-4.09, 0.70, 2.34], [-5.37, 0.27, 2.67], [-5.57, -1.01, 3.17], [-4.49, -1.87, 3.32], [-3.22, -1.46, 2.94], [0.57, -3.43, 0.57], [0.99, -4.60, 1.21], [0.38, -5.80, 0.89], [-0.63, -5.84, -0.07], [-1.06, -4.68, -0.69], [-0.46, -3.46, -0.35], [-0.90, -1.93, -1.21], [-0.20, -2.41, -2.83], [1.15, -2.76, -2.81], [1.76, -3.29, -3.94], [1.03, -3.46, -5.11], [-0.31, -3.10, -5.14], [-0.93, -2.59, -4.01], [-2.71, -2.06, -1.29], [-3.36, -2.71, -0.24], [-4.73, -2.95, -0.30], [-5.47, -2.52, -1.39], [-4.84, -1.85, -2.42], [-3.47, -1.61, -2.37], [3.14, -1.68, -0.03], [4.11, -2.64, 0.29], [5.36, -2.58, -0.30], [5.66, -1.55, -1.20], [4.71, -0.59, -1.50], [3.43, -0.67, -0.93], [2.22, 0.65, -1.26], [2.19, 0.85, -3.07], [1.61, 1.98, -3.64], [1.62, 2.16, -5.02], [2.18, 1.20, -5.84], [2.74, 0.06, -5.29], [2.75, -0.12, -3.91], [3.25, 2.07, -0.71], [3.34, 3.27, -1.41], [4.22, 4.25, -1.00], [5.01, 4.06, 0.13], [4.92, 2.87, 0.84], [4.04, 1.89, 0.42], [2.64, 0.13, 5.23], [1.34, -0.73, 7.08], [-1.13, -1.01, 6.84], [-2.18, -0.49, 4.71], [-2.01, 2.47, 0.21], [-2.96, 4.71, 0.42], [-2.39, 6.04, 2.50], [-0.68, 4.98, 4.03], [-0.95, 2.52, 4.35], [-3.94, 1.72, 2.02], [-6.20, 0.95, 2.57], [-6.56, -1.33, 3.46], [-4.64, -2.86, 3.74], [-2.38, -2.14, 3.07], [1.77, -4.56, 1.96], [0.70, -6.71, 1.37], [-1.09, -6.78, -0.33], [-1.85, -4.72, -1.43], [1.73, -2.66, -1.91], [2.80, -3.59, -3.90], [1.51, -3.88, -5.99], [-0.89, -3.24, -6.05], [-1.98, -2.38, -4.06], [-2.80, -3.09, 0.60], [-5.21, -3.50, 0.50], [-6.53, -2.73, -1.44], [-5.40, -1.51, -3.28], [-3.01, -1.09, -3.19], [3.88, -3.42, 1.01], [6.11, -3.32, -0.05], [6.64, -1.50, -1.65], [4.97, 0.22, -2.17], [1.13, 2.72, -3.01], [1.17, 3.05, -5.44], [2.19, 1.33, -6.92], [3.18, -0.70, -5.92], [3.20, -1.00, -3.49], [2.77, 3.43, -2.31], [4.29, 5.17, -1.56], [5.71, 4.83, 0.44], [5.56, 2.70, 1.70], [4.01, 0.95, 0.96], [0.12, 3.78, -1.04], [-0.08, 3.22, 0.57], [0.65, 1.97, 0.97], [1.37, 2.03, 2.03], [1.96, 0.85, 2.76], [3.29, 1.21, 3.40], [3.58, 2.45, 3.74], [2.67, 3.55, 3.41], [1.63, 3.35, 2.61], [0.55, 4.55, 1.97], [2.13, 0.09, 2.03], [3.97, 0.39, 3.60], [4.52, 2.67, 4.25], [2.89, 4.55, 3.78], [-2.29, 0.78, -0.25], [-2.98, 1.13, -1.34], [-4.29, 1.45, -1.21], [-5.02, 1.84, -2.30], [-4.39, 1.90, -3.55], [-3.06, 1.56, -3.65], [-2.33, 1.17, -2.52], [-0.69, 0.71, -2.58], [-4.68, 1.35, -0.21], [-6.06, 2.09, -2.17], [-4.94, 2.19, -4.42], [-2.54, 1.59, -4.60]], "mulliken_spin": [0.387, 0.004, 0.021, 0.007, 0.004, 0.000, -0.001, 0.001, -0.010, 0.065, 0.001, -0.033, 0.002, 0.001, 0.002, 0.010, 0.038, 0.012, -0.006, 0.008, -0.005, 0.009, -0.004, 0.003, 0.000, 0.000, 0.000, -0.003, 0.018, -0.005, -0.012, -0.001, -0.001, -0.001, 0.004, 0.001, 0.000, 0.000, -0.001, 0.002, -0.007, -0.032, 0.000, -0.001, 0.001, 0.001, -0.021, 0.047, 0.020, 0.017, -0.001, 0.000, 0.001, -0.005, 0.003, 0.004, -0.001, 0.002, 0.001, 0.007, 0.000, 0.000, 0.000, 0.000, 0.049, 0.000, 0.000, -0.001, 0.000, 0.003, 0.000, 0.000, 0.000, 0.001, 0.000, 0.000, 0.000, 0.000, 0.002, 0.000, 0.000, 0.000, 0.000, 0.002, 0.000, 0.000, 0.000, 0.005, 0.000, 0.000, 0.000, 0.000, 0.000, 0.000, 0.000, 0.000, 0.001, 0.001, 0.000, 0.000, 0.000, 0.001, 0.001, 0.015, -0.018, -0.030, -0.008, -0.001, 0.002, -0.001, 0.001, 0.000, -0.001, 0.000, 0.000, 0.000, 0.095, 0.012, 0.001, 0.001, 0.006, 0.002, -0.015, 0.321, -0.003, 0.000, 0.000, -0.001]}

---

# 3
{"formula": "C37H51GeMoN6OSi3", "method": "ωB97M-V with the def2-TZVPD basis set", "charge": 1, "e_lumo_ev": -3.369, "energy_ha": -4857.8561, "elements": ["Mo", "C", "O", "Si", "C", "C", "C", "Si", "C", "C", "C", "Si", "C", "C", "C", "H", "H", "H", "H", "H", "H", "H", "H", "H", "H", "H", "H", "H", "H", "H", "H", "H", "H", "H", "H", "H", "H", "H", "H", "H", "H", "H", "N", "C", "N", "C", "N", "N", "C", "N", "C", "C", "C", "C", "C", "N", "H", "H", "H", "H", "H", "H", "H", "H", "C", "Ge", "C", "C", "C", "C", "C", "C", "C", "C", "C", "C", "C", "C", "C", "C", "C", "C", "C", "C", "H", "H", "H", "H", "H", "H", "H", "H", "H", "H", "H", "H", "H", "H", "H", "H"], "positions_angstrom": [[-0.37, -0.03, 0.99], [-1.15, -0.11, 4.65], [-0.29, -0.20, 3.52], [1.31, 0.37, 3.46], [2.36, -0.45, 4.74], [1.26, 2.17, 3.89], [1.60, -0.07, 1.70], [2.79, 1.11, 0.82], [2.05, 2.81, 0.58], [4.33, 1.34, 1.86], [3.26, 0.45, -0.86], [2.13, -1.90, 1.54], [3.94, -2.12, 1.93], [1.18, -3.02, 2.72], [1.94, -2.57, -0.19], [-0.75, -0.70, 5.48], [-2.12, -0.51, 4.39], [-1.27, 0.93, 4.98], [2.17, -0.04, 5.74], [3.41, -0.28, 4.52], [2.20, -1.53, 4.78], [1.03, 2.28, 4.95], [0.50, 2.72, 3.32], [2.22, 2.65, 3.71], [1.95, 3.37, 1.51], [1.06, 2.73, 0.12], [2.69, 3.38, -0.09], [4.09, 1.60, 2.89], [4.92, 2.17, 1.45], [4.96, 0.45, 1.87], [2.39, 0.03, -1.37], [4.02, -0.33, -0.79], [3.66, 1.26, -1.48], [4.23, -1.69, 2.90], [4.58, -1.68, 1.16], [4.15, -3.19, 1.97], [1.79, -3.24, 3.60], [0.97, -3.98, 2.23], [0.24, -2.60, 3.06], [2.87, -2.42, -0.75], [1.16, -2.11, -0.79], [1.77, -3.65, -0.16], [-1.34, -3.23, 0.52], [-2.29, -2.58, 1.17], [-3.38, -3.25, 1.55], [-4.32, -2.53, 2.15], [-5.40, -3.14, 2.60], [-4.27, -1.17, 2.33], [-3.16, -0.63, 1.94], [-2.09, -1.25, 1.42], [-3.03, 0.87, 2.05], [-4.05, 1.65, 2.52], [-3.87, 3.03, 2.55], [-2.67, 3.55, 2.11], [-1.69, 2.69, 1.65], [-1.86, 1.36, 1.63], [-1.48, -4.21, 0.31], [-0.54, -2.74, 0.14], [-5.50, -4.14, 2.47], [-6.14, -2.61, 3.02], [-4.97, 1.17, 2.84], [-4.66, 3.68, 2.91], [-2.49, 4.62, 2.12], [-0.74, 3.05, 1.29], [-0.48, 0.22, -0.85], [-0.36, 0.34, -2.81], [0.90, 1.66, -3.41], [1.19, 2.76, -2.62], [2.07, 3.74, -3.06], [2.67, 3.63, -4.30], [2.37, 2.54, -5.11], [1.49, 1.56, -4.67], [0.13, -1.45, -3.39], [1.42, -1.74, -3.83], [1.78, -3.05, -4.15], [0.85, -4.07, -4.03], [-0.44, -3.79, -3.60], [-0.79, -2.49, -3.28], [-2.15, 0.82, -3.40], [-3.28, 0.20, -2.87], [-4.56, 0.55, -3.30], [-4.71, 1.55, -4.26], [-3.59, 2.18, -4.78], [-2.32, 1.82, -4.35], [-1.58, 0.09, -0.61], [0.72, 2.87, -1.65], [2.29, 4.60, -2.43], [3.36, 4.38, -4.65], [2.83, 2.45, -6.09], [1.27, 0.72, -5.32], [2.16, -0.96, -3.91], [2.79, -3.26, -4.49], [1.13, -5.09, -4.28], [-1.17, -4.59, -3.53], [-1.81, -2.29, -2.96], [-3.19, -0.58, -2.12], [-5.43, 0.06, -2.89], [-5.70, 1.83, -4.59], [-3.71, 2.96, -5.52], [-1.46, 2.32, -4.77]], "mulliken_charge": [-2.381, -1.170, -0.075, 0.085, -1.149, -1.313, 1.689, -0.516, 0.197, -0.991, 0.056, 0.651, -1.148, -1.211, -0.026, 0.327, 0.264, 0.321, 0.416, 0.321, 0.334, 0.441, 0.304, 0.412, 0.436, -0.951, 0.423, 0.251, 0.432, 0.350, -0.583, 0.469, 0.440, 0.304, 0.331, 0.424, 0.495, 0.483, 0.133, 0.349, -0.885, 0.605, 0.180, 0.345, -0.806, 0.124, -0.322, -0.815, -0.262, 1.110, 1.200, -0.700, -0.774, -1.103, -0.420, 0.959, 0.278, -0.496, 0.268, 0.243, 0.594, 0.469, 0.525, 0.216, 1.209, 1.931, 0.589, -0.669, -0.482, -0.655, -0.729, -0.757, 0.146, 0.074, -0.787, -0.585, -0.786, -0.393, 0.089, 0.113, -1.078, -0.513, -0.823, -0.358, -0.412, 0.189, 0.479, 0.401, 0.426, 0.502, 0.362, 0.429, 0.401, 0.469, 0.268, 0.180, 0.430, 0.395, 0.416, 0.372]}

---

# 4
{"formula": "C4H10N2O2", "method": "ωB97M-V with the def2-TZVPD basis set", "charge": 0, "e_lumo_ev": -2.581, "energy_ha": -418.2243, "elements": ["C", "C", "C", "O", "N", "C", "N", "O", "H", "H", "H", "H", "H", "H", "H", "H", "H", "H"], "positions_angstrom": [[-0.31, -0.87, -0.33], [-1.25, 0.06, 0.56], [-1.68, 1.29, -0.23], [-2.39, -0.69, 0.87], [0.68, -0.25, -1.02], [1.79, 0.23, -0.05], [3.02, -0.41, -0.57], [1.53, 0.10, 1.17], [0.07, -1.62, 0.38], [-1.01, -1.36, -1.00], [-0.70, 0.35, 1.45], [-0.80, 1.71, -0.74], [-2.35, 0.97, -1.02], [-2.12, 2.04, 0.40], [-2.40, -0.86, 1.82], [1.75, 1.28, -0.45], [3.39, -1.01, 0.14], [2.78, -0.98, -1.38]], "mulliken_charge": [-0.615, 0.233, -1.292, -0.546, -0.376, 0.385, -0.605, -0.617, 0.296, 0.470, 0.481, 0.348, 0.356, 0.325, 0.369, 0.248, 0.287, 0.254]}

---

# 5
{"formula": "C22H33N3O5S", "method": "ωB97M-V with the def2-TZVPD basis set", "charge": 0, "e_lumo_ev": 0.607, "smiles": "CCOC(=O)N1CCN(C(=O)[C@@H]2CCCN(S(=O)(=O)c3c(C)cc(C)cc3C)C2)CC1", "energy_ha": -1796.8164, "elements": ["C", "C", "H", "H", "O", "C", "O", "N", "C", "H", "H", "C", "N", "C", "O", "C", "H", "C", "N", "S", "O", "O", "C", "C", "C", "C", "C", "C", "C", "H", "H", "H", "H", "C", "H", "H", "H", "H", "C", "H", "H", "H", "C", "C", "C", "H", "H", "H", "H", "H", "H", "H", "H", "C", "H", "C", "H", "H", "H", "H", "H", "H", "H", "H"], "positions_angstrom": [[7.68, 1.90, 0.00], [7.18, 0.81, 0.94], [6.94, 1.24, 1.92], [7.93, 0.02, 1.06], [6.03, 0.15, 0.43], [4.85, 0.79, 0.62], [4.72, 1.82, 1.24], [3.83, 0.13, 0.03], [2.47, 0.57, 0.23], [2.11, 1.12, -0.65], [2.47, 1.25, 1.09], [1.56, -0.62, 0.50], [1.58, -1.51, -0.66], [0.64, -2.44, -0.95], [0.77, -3.17, -1.92], [-0.59, -2.49, -0.06], [-0.37, -2.14, 0.95], [-1.65, -1.56, -0.69], [-2.89, -1.57, 0.06], [-2.86, -0.52, 1.37], [-3.98, -0.82, 2.21], [-1.56, -0.56, 2.01], [-3.13, 1.06, 0.53], [-4.29, 1.15, -0.24], [-4.54, 2.31, -0.95], [-3.67, 3.40, -0.91], [-2.55, 3.29, -0.11], [-2.26, 2.14, 0.62], [-1.02, 2.20, 1.47], [-0.90, 1.30, 2.07], [-0.15, 2.34, 0.85], [-1.09, 3.05, 2.14], [-1.87, 4.13, -0.04], [-3.97, 4.63, -1.70], [-4.98, 4.98, -1.50], [-3.89, 4.42, -2.76], [-3.27, 5.43, -1.45], [-5.44, 2.38, -1.55], [-5.28, 0.03, -0.33], [-6.23, 0.41, -0.71], [-4.92, -0.74, -1.01], [-5.43, -0.42, 0.64], [-3.44, -2.89, 0.28], [-2.43, -3.86, 0.88], [-1.17, -3.90, 0.03], [-1.39, -4.26, -0.98], [-0.43, -4.57, 0.47], [-2.88, -4.85, 0.95], [-2.18, -3.52, 1.89], [-4.30, -2.76, 0.94], [-3.79, -3.26, -0.69], [-1.30, -0.53, -0.72], [-1.86, -1.90, -1.71], [2.77, -1.44, -1.49], [2.87, -2.40, -2.00], [4.00, -1.15, -0.64], [4.89, -1.10, -1.28], [4.15, -1.95, 0.09], [2.65, -0.66, -2.25], [1.93, -1.16, 1.39], [0.55, -0.27, 0.71], [6.92, 2.68, -0.09], [8.59, 2.34, 0.40], [7.88, 1.48, -0.98]], "mulliken_charge": [-1.112, -0.281, 0.321, 0.322, -0.416, 0.565, -0.656, 0.343, -1.333, 0.195, 0.511, 0.578, 0.325, -0.352, -0.713, 1.201, 0.446, -1.483, 0.426, 1.475, -0.835, -0.780, -0.150, 0.787, -0.916, 0.814, -0.735, 1.295, -2.055, 0.394, 0.310, 0.566, 0.362, -1.504, 0.368, 0.322, 0.356, 0.420, -1.770, 0.508, 0.244, 0.291, -0.974, -0.583, -1.272, 0.295, 0.475, 0.452, 0.346, 0.503, 0.392, 0.434, 0.432, -1.028, 0.535, -0.498, 0.451, 0.254, 0.203, 0.053, -0.107, 0.306, 0.391, 0.290]}

---

# 6
{"formula": "C22H23AlClO2P", "method": "ωB97M-V with the def2-TZVPD basis set", "charge": 2, "e_lumo_ev": -8.163, "energy_ha": -2046.0642, "elements": ["Al", "Cl", "C", "O", "P", "C", "C", "C", "C", "C", "C", "C", "C", "H", "H", "H", "H", "H", "C", "C", "C", "C", "C", "H", "H", "H", "H", "H", "C", "C", "C", "C", "C", "H", "H", "H", "H", "H", "H", "H", "C", "C", "C", "O", "H", "H", "H", "H", "H", "H"], "positions_angstrom": [[0.09, -1.78, 1.37], [1.23, -0.81, 2.79], [-1.86, -1.40, 1.38], [-2.89, -1.26, 1.88], [0.10, 0.52, -0.24], [-0.47, 0.69, -1.98], [-1.05, 1.55, 0.72], [1.62, 1.55, -0.19], [-0.61, 2.25, 1.85], [-1.50, 3.03, 2.56], [-2.86, 3.05, 2.21], [-3.30, 2.28, 1.13], [-2.41, 1.53, 0.38], [0.45, 2.18, 2.16], [-1.15, 3.61, 3.41], [-3.57, 3.64, 2.79], [-4.35, 2.25, 0.86], [-2.75, 0.92, -0.47], [-1.27, -0.31, -2.55], [-1.82, -0.13, -3.82], [-1.60, 1.04, -4.56], [-0.79, 2.02, -3.98], [-0.21, 1.88, -2.73], [-1.45, -1.25, -2.02], [-2.44, -0.90, -4.24], [-2.06, 1.18, -5.54], [-0.59, 2.93, -4.55], [0.45, 2.64, -2.32], [1.54, 2.96, -0.21], [2.71, 3.72, -0.18], [3.97, 3.10, -0.13], [4.03, 1.71, -0.12], [2.88, 0.94, -0.12], [0.57, 3.47, -0.26], [2.62, 4.81, -0.20], [4.87, 3.71, -0.08], [4.99, 1.22, -0.09], [2.95, -0.15, -0.08], [0.78, -2.36, -1.21], [1.45, -2.23, -0.87], [1.43, -5.33, 0.98], [0.27, -4.79, 1.74], [-0.60, -5.74, 2.45], [-0.07, -3.55, 1.74], [1.58, -6.39, 1.26], [2.32, -4.76, 1.24], [1.27, -5.24, -0.08], [-0.77, -5.41, 3.48], [-1.59, -5.86, 1.97], [-0.14, -6.74, 2.50]], "mulliken_charge": [0.754, -0.130, 0.763, -0.089, 0.499, 0.767, 0.451, 0.623, -0.481, -0.723, -0.551, -0.645, -0.432, 0.403, 0.446, 0.427, 0.459, 0.469, -0.229, -0.544, -0.734, -0.544, -0.729, 0.268, 0.413, 0.409, 0.392, 0.479, -0.317, -0.748, -0.638, -0.648, -0.567, 0.513, 0.408, 0.422, 0.464, 0.181, 0.034, 0.072, -1.067, 1.099, -1.212, -0.382, 0.369, 0.371, 0.351, 0.379, 0.339, 0.387]}

---

Question: What is the formula in the first record?
Answer: H14O7